[1]
ORCA calculation (wB97M-V/def2-TZVPD) on a molecular structure, C22H27MgO3S4.

Summary:
orbital gap: 8.866 eV

```
! RIJCOSX wB97M-V def2-TZVPD def2/J DEFGRID3
* xyz 1 1
S -2.86551 -1.82102 0.04130
S -1.02593 -0.35405 2.41210
S -1.54811 2.51587 0.80355
S -2.86410 0.77175 -1.92188
Mg -0.80012 0.22022 -0.24492
O 1.88465 1.51643 -2.89497
O 1.17881 0.33462 0.34315
O 0.01032 0.94393 -1.81935
C 4.13012 1.78109 -1.08441
C 1.29598 1.02862 -1.95824
C -1.91741 2.20269 2.54852
C 2.25606 -3.82684 -2.15807
C 2.13061 -1.18649 -1.27083
C -4.35396 -0.79174 -0.14111
C -3.16922 2.47856 -1.40981
C -2.35837 0.77960 2.86983
C 2.79761 -2.80112 -2.92449
C -3.20486 2.73599 0.09292
C 2.06333 0.27567 -0.83158
C 3.99058 0.22384 0.74036
C 5.91686 1.63658 0.53404
C 5.22330 0.64463 1.21253
C 5.37081 2.19147 -0.61200
C -3.02593 -2.24070 1.79727
C -1.76185 -1.98658 2.61140
C 1.59984 -2.21377 -0.49938
C 2.73614 -1.48934 -2.48801
C 3.42274 0.80017 -0.39849
C 1.66111 -3.53136 -0.94456
C -4.38496 -0.09737 -1.49399
H -2.56247 0.69109 3.93761
H 1.25295 -4.32486 -0.33156
H -0.96533 -2.67342 2.31888
H -5.23277 0.58769 -1.54003
H -3.52465 3.76168 0.27965
H -3.29598 -3.29247 1.88585
H 6.88385 1.96624 0.88979
H 3.49245 -0.59824 1.24539
H 3.71021 2.21493 -1.97808
H -3.86092 -1.66719 2.19921
H -1.95945 -2.16825 3.66803
H -3.91017 2.07042 0.59091
H -5.22810 -1.43427 -0.03124
H 3.26978 -3.02435 -3.87199
H 5.91246 2.95646 -1.15265
H -2.67237 2.91626 2.87933
H -3.27035 0.52838 2.32916
H 2.30734 -4.84956 -2.50645
H 1.67314 0.67801 1.09623
H 1.16837 -1.99938 0.47169
H -4.53334 -0.82770 -2.29037
H -4.37267 -0.05753 0.66402
H 5.64732 0.18441 2.09506
H -2.36604 3.04613 -1.88408
H -0.99978 2.45164 3.08374
H -4.10107 2.81560 -1.86522
H 3.14902 -0.69306 -3.09376
*
```

***

[2]
ORCA calculation (wB97M-V/def2-TZVPD) on a gas-phase ion, C22H27N2O2 (charge +1) at a distorted geometry.

Summary:
orbital gap: 7.845 eV
energy above the lowest of the compared OMol25 structures with the same formula, charge and spin: 2.347 eV
structure (SMILES): COc1ccc(/C=C/[C@H](c2ccc(OC)cc2)N2CCC[NH+]=C2C)cc1

```
! RIJCOSX wB97M-V def2-TZVPD def2/J DEFGRID3
* xyz 1 1
O -6.24982 1.40158 3.63272
O 5.47120 1.99737 2.30214
N 2.34327 -4.03457 -0.64573
N 1.24084 -2.38592 0.57668
C 0.00297 -3.42642 -1.25002
C -5.06571 -0.58162 3.44471
C 0.18786 -2.19214 -0.36918
C 1.35344 -4.00557 -1.73623
C -5.04457 0.79330 3.56489
C -2.62402 0.77462 3.20948
C 4.36954 1.17585 2.23350
C -0.24261 -0.97113 2.24448
C -6.30287 2.85444 3.57707
C 2.12228 -3.34703 0.45529
C -3.82526 1.45913 3.55009
C 3.09290 -3.58357 1.62496
C -3.87101 -1.29486 3.12549
C 2.19441 -0.60412 1.97957
C 3.11550 -0.43191 0.90267
C 3.40223 1.06069 3.29193
C -1.50976 -1.40445 2.49302
C 5.74621 2.91687 3.38822
C 4.19432 0.38714 1.03689
C -2.64766 -0.60568 2.95936
C 2.32026 0.21077 3.12912
C 1.00494 -1.57914 1.87822
H -5.97367 -1.11652 3.47719
H 3.14824 -4.77601 -0.63816
H 4.90714 3.61517 3.51669
H -1.72548 -2.50044 2.45601
H 2.95679 -0.89250 -0.06002
H -3.91734 -2.35104 2.95697
H -7.36068 3.10886 3.58512
H 3.52581 1.63693 4.19988
H 1.74438 -3.44004 -2.59786
H 5.94082 2.35501 4.31127
H -1.69278 1.34414 3.08087
H 3.92393 -2.84110 1.65466
H -0.71761 -1.81732 0.13174
H 4.91103 0.48879 0.25475
H -5.81234 3.29835 4.45474
H 3.47988 -4.60874 1.44899
H 1.62070 0.23606 3.93225
H -5.84174 3.23681 2.65416
H 0.13570 0.03906 2.59946
H 6.64170 3.44898 3.06873
H -3.80176 2.51364 3.71528
H 2.54593 -3.58200 2.58820
H 1.15773 -5.04978 -1.97003
H -0.46906 -4.25411 -0.68348
H 0.54125 -1.38766 -1.00856
H -0.68316 -3.09809 -2.07831
H 1.17336 -2.73849 2.24505
*
```

***

[3]
ORCA calculation (wB97M-V/def2-TZVPD) on a single C22H27N3O4S molecule.

Summary:
orbital gap: 9.443 eV
energy above the lowest of the compared OMol25 structures with the same formula, charge and spin: 0.674 eV
structure (SMILES): CC(=O)N1CCC(C(=O)Nc2ccc(S(=O)(=O)NCCc3ccccc3)cc2)CC1

```
! RIJCOSX wB97M-V def2-TZVPD def2/J DEFGRID3
* xyz 0 1
S 5.01568 2.15275 0.48371
O 5.47833 3.42674 0.02236
O 5.49690 1.65118 1.74170
O -5.93973 -1.56448 1.55517
O -1.55605 2.88800 -1.42744
N -5.57200 0.20815 0.22730
N 5.32510 1.06870 -0.74865
N -0.90997 1.76680 0.44525
C 4.21091 -3.44564 -1.00991
C -3.28998 1.92939 -0.10800
C 0.47796 1.90497 0.42231
C 1.19875 1.32133 1.46740
C -5.35352 0.84722 -1.04827
C -3.58108 1.22727 1.21744
C 3.23385 2.09685 0.49450
C 2.57622 1.41843 1.50231
C 2.71998 -2.33592 0.49514
C -3.85690 1.08819 -1.26175
C 2.53506 2.68390 -0.54209
C 5.18103 -0.33236 -0.42227
C 3.62027 -2.27176 -0.56126
C 3.90544 -4.65936 -0.41906
C -5.93144 -1.08421 0.43801
C 3.00569 -4.71330 0.63134
C 2.41268 -3.54791 1.08702
C -1.83165 2.25253 -0.43480
C -5.09110 0.99654 1.34163
C -6.35165 -1.88396 -0.77679
C 3.98013 -0.94527 -1.16459
C 1.15617 2.59332 -0.58450
H -5.75587 0.24217 -1.85747
H 2.76644 -5.65983 1.09271
H -3.24743 1.82943 2.06512
H 6.09024 -0.89073 -0.65796
H -5.61862 1.95645 1.35238
H 6.11730 1.32981 -1.30940
H 5.01673 -0.40069 0.65727
H -3.69064 1.60636 -2.20624
H -5.87898 1.81014 -1.04579
H -7.18646 -1.40703 -1.28483
H 1.70909 -3.58522 1.90597
H -3.09531 0.24826 1.25088
H 0.67411 0.79353 2.25173
H -3.33661 0.12787 -1.29923
H 4.37091 -5.56518 -0.77894
H -1.25993 1.24941 1.23895
H 4.23005 -1.05646 -2.22066
H -6.66161 -2.86791 -0.43554
H 0.59773 3.04831 -1.38499
H 4.91261 -3.40872 -1.83091
H -5.32171 0.44810 2.25648
H 2.25753 -1.42524 0.84976
H -5.52334 -1.99861 -1.47245
H 3.13947 -0.25428 -1.08211
H 3.15466 0.98296 2.30164
H 3.08376 3.21304 -1.30397
H -3.80919 2.89596 -0.11560
*
```

***

[4]
ORCA calculation (wB97M-V/def2-TZVPD) on a single C22H27N3O7S molecule at a distorted geometry.

Summary:
orbital gap: 9.363 eV
energy above the lowest of the compared OMol25 structures with the same formula, charge and spin: 1.405 eV
structure (SMILES): COc1ccc(S(=O)(=O)N2CCO[C@H]2CNC(=O)C(=O)NCCc2ccccc2OC)cc1

```
! RIJCOSX wB97M-V def2-TZVPD def2/J DEFGRID3
* xyz 0 1
S -0.26173 2.97970 -1.69753
O -0.25061 3.24448 -0.28644
O -2.63569 -1.41288 0.99587
O 0.36582 -2.25403 -0.58859
O -0.81354 -1.00189 3.63566
O -0.04525 4.07072 -2.60208
O -3.71012 2.44740 -0.97910
O 3.10805 -1.66063 -2.98674
N -0.44508 -2.87922 1.44728
N -1.72590 2.22750 -2.14742
N -1.80359 -0.68465 -0.99168
C -2.63357 3.02329 -2.95320
C 0.48011 0.90245 2.83993
C 0.73695 -3.51632 1.96767
C 2.14487 -0.21481 -1.29101
C 0.33231 -0.44502 3.14355
C 2.76341 0.52685 2.19543
C -0.48496 -2.22097 0.28866
C 3.45054 -2.60543 -1.99259
C 1.11909 1.32053 -3.37726
C 1.41370 -1.32188 2.95799
C 1.23828 -2.79123 3.22725
C -2.88144 0.21291 -1.30512
C 1.69152 1.38256 2.36963
C 2.61262 -0.81979 2.48384
C 1.89343 0.21542 -3.65460
C -1.76539 -1.39588 0.14395
C 0.84507 1.64144 -2.05846
C 1.35521 0.88722 -1.02282
C -3.64928 3.50700 -1.91604
C 2.39711 -0.57777 -2.61422
C -2.51646 1.69214 -1.06271
C -1.92740 -0.17060 3.86918
H -1.68935 0.63002 4.57571
H 3.70704 0.90299 1.83090
H -1.94235 1.77700 -0.12877
H -2.68801 -0.81985 4.29973
H 2.11922 -0.07059 -4.66951
H 3.44390 -1.49741 2.34671
H -3.10384 2.38188 -3.70458
H -3.29022 4.42116 -1.42554
H -4.65146 3.66598 -2.31521
H 1.13374 1.17320 -0.00734
H -0.98369 -0.72048 -1.58380
H 3.85679 -3.46149 -2.52866
H -0.34292 1.58887 2.95527
H -2.07734 3.82470 -3.43308
H -1.20202 -2.67955 2.09396
H 0.71983 1.94273 -4.16169
H 4.21143 -2.20960 -1.31302
H -3.71473 -0.03247 -0.64132
H 2.18667 -3.23637 3.53054
H -3.18626 0.08278 -2.34560
H 0.51127 -2.92629 4.02883
H -2.31067 0.25289 2.93722
H 0.51803 -4.56294 2.20231
H 1.78416 2.43247 2.13629
H 2.56447 -2.90448 -1.42739
H 2.53703 -0.78588 -0.46741
H 1.49118 -3.47786 1.17718
*
```

***

[5]
ORCA calculation (wB97M-V/def2-TZVPD) on a molecular structure, C22H27N7O3PZn.

Summary:
orbital gap: 6.961 eV
energy above the lowest of the compared OMol25 structures with the same formula, charge and spin: 0.000 eV

```
! RIJCOSX wB97M-V def2-TZVPD def2/J DEFGRID3
* xyz 1 1
Zn -1.34572 0.24800 -2.11033
P 0.68110 0.97157 1.75495
O -1.39188 1.12506 -0.27382
O -5.15830 -0.69409 -2.16191
O -2.72835 2.45922 0.89822
N -3.24283 0.58635 -2.12561
N 0.52759 0.90548 -2.77521
N 1.32498 -0.50967 4.06832
N -0.18171 -1.45937 -1.60569
N -2.03927 -0.85055 -4.03069
N 1.01847 1.87055 4.40240
N -0.91232 0.44453 4.01995
C -3.37680 -1.32027 -3.59486
C 3.44755 -2.00957 -2.12030
C -0.55234 -2.60222 -1.06714
C -2.52611 1.71857 -0.06095
C 3.17746 1.49461 -3.33442
C -3.67892 1.42893 -1.03268
C 3.80966 -0.81402 -2.62388
C 1.49421 -0.01209 -2.53556
C 0.86862 2.08037 -3.26411
C 2.08293 -2.26656 -1.74873
C 1.11243 -1.28049 -1.94918
C -0.35019 1.68053 4.72673
C 1.79521 0.68807 4.75939
C 1.21536 2.25948 2.99942
C 2.83833 0.22605 -2.83000
C 1.56442 -0.43808 2.61794
C 2.19546 2.42367 -3.54778
C -0.96728 0.65592 2.53179
C -0.03857 -0.75462 4.38250
C -4.02618 -0.41580 -2.53584
C 0.34734 -3.64899 -0.82958
C 1.66326 -3.47845 -1.17163
H 4.83911 -0.61691 -2.89329
H 0.66274 3.18070 2.80607
H 0.06205 2.77928 -3.44659
H -1.86263 0.28262 4.35526
H -4.05667 2.39089 -1.38778
H 2.38656 -4.26731 -1.00753
H 2.27353 2.47660 2.84635
H -1.60281 -2.69971 -0.81838
H 4.17676 -2.79720 -1.98215
H 2.42339 3.40796 -3.92960
H 2.84006 0.85885 4.50776
H -4.08056 -1.40658 -4.42360
H -4.48648 0.95903 -0.46474
H -0.47411 1.50984 5.79708
H -1.42526 -0.22119 2.07376
H -3.27356 -2.31379 -3.15602
H 2.63798 -0.34044 2.44667
H -0.42410 -1.60651 3.82310
H 1.71407 0.52552 5.83594
H -0.00368 -4.56774 -0.38234
H -1.54376 -1.59559 -4.50852
H 1.25484 -1.38380 2.16482
H -0.16362 -0.92565 5.45269
H 4.21502 1.72340 -3.54311
H -0.95577 2.52832 4.40938
H -1.60797 1.51631 2.30403
H -2.17274 -0.10899 -4.71093
*
```

***

[6]
ORCA calculation (wB97M-V/def2-TZVPD) on 3 unconnected molecules or ions with the total composition C22H27NO10 at a distorted geometry.

Summary:
orbital gap: 8.394 eV
energy above the lowest of the compared OMol25 structures with the same formula, charge and spin: 18.844 eV
structure (SMILES): C#C[C@@](C[C@H]1CO1)(OC(=O)OCC)c1ccncc1.C[C@@H]1COC(=O)O1.C[C@@H]1COC(=O)O1

```
! RIJCOSX wB97M-V def2-TZVPD def2/J DEFGRID3
* xyz 0 1
O -5.11023 5.26183 -3.42807
O -2.96415 6.00627 -3.49539
O 0.27244 -2.38651 -3.70715
O 2.69266 -3.33397 3.71418
O 1.63070 -1.58672 -2.06841
O -3.83051 5.27885 -1.55021
O 4.60075 -1.99162 3.31886
O -0.58337 -1.92677 -1.67844
O 2.58580 -0.88217 3.10219
O -0.11375 -0.51520 4.28771
N 0.46530 3.34846 0.12667
C 2.06006 -5.02918 1.85800
C -1.67506 -2.16353 -2.55868
C -2.08584 5.88941 0.01743
C 0.54279 -1.93576 -2.44974
C 0.47521 -1.78266 1.90351
C 0.73868 3.13190 1.52985
C 0.69142 2.18946 -0.71166
C -2.42271 5.39756 -1.37277
C 3.14714 -4.45580 2.90738
C -0.63215 -0.88648 2.91189
C -1.73307 -2.84562 -4.98921
C -1.03014 -2.95916 -3.65393
C 3.31928 -2.10080 3.36050
C 1.20745 1.80040 2.22865
C -2.05148 6.35759 -2.46322
C 1.15774 0.75153 -0.27512
C -4.06743 5.49197 -2.87658
C -1.17968 -1.75305 4.27504
C 1.86259 -0.93441 1.84670
C 1.42658 0.54306 1.29135
C 2.82795 -1.65599 0.74231
C 3.57603 -2.35301 -0.10122
H 4.12536 -4.28964 2.33162
H -0.04683 -1.76531 0.88141
H 4.53545 -2.77007 -0.59745
H -1.84401 -1.79987 -5.29088
H -1.97968 4.40873 -1.53760
H 0.54914 4.03630 2.23972
H 0.46272 2.32382 -1.84677
H 2.08150 -4.43011 0.85893
H -1.00449 5.95681 0.15825
H 0.57274 -2.81638 2.38689
H -2.06591 -1.19644 -2.89191
H -2.72312 -3.30649 -4.95200
H -2.26756 -1.44523 3.92093
H -2.49682 5.21169 0.77077
H -1.14637 -3.33561 -5.77104
H -0.92128 -4.01383 -3.37621
H -2.46997 -2.71472 -2.05243
H -2.21767 7.40702 -2.19782
H -2.52661 6.87260 0.20852
H -1.38407 -1.37078 5.32764
H 3.36177 -5.32730 3.65520
H -1.01974 6.23284 -2.79795
H 0.99371 -5.11990 2.27546
H 1.38493 1.66701 3.36458
H -1.42861 -0.15614 2.34900
H 1.27651 -0.12387 -1.03670
H 2.39787 -6.10501 1.57745
*
```